No. 1
21
Properties=species:S:1:pos:R:3:nbo_charge:R:1 method="wB97M-V/def2-TZVPD" smiles="C[C@@H]1CC=CCC12NN2" e_homo_ha=-0.34111 multiplicity=1
N -0.750 1.851 1.704 -0.466
C 0.512 0.791 -0.244 -0.269
H -0.726 0.036 -1.849 0.227
C -0.293 0.963 -1.542 -0.609
H 0.382 1.449 -2.176 0.215
H 2.104 -0.319 -1.125 0.213
H 1.209 1.639 -0.134 0.212
H -2.309 -0.619 0.906 0.229
C 0.543 -1.754 -0.527 -0.197
H -0.237 2.635 1.333 0.336
H -0.025 0.334 3.048 0.342
H 2.164 -0.725 0.491 0.235
N 0.401 0.966 2.231 -0.496
H -1.220 1.668 -1.350 0.208
H -1.420 -2.711 -0.088 0.211
C 1.416 -0.528 -0.291 -0.440
H 0.951 -2.530 -1.169 0.214
C -0.273 0.716 0.963 0.276
C -0.690 -1.798 -0.037 -0.220
H -0.808 -1.159 1.969 0.222
C -1.269 -0.868 0.982 -0.446


No. 2
11
Properties=species:S:1:pos:R:3:nbo_charge:R:1 method="wB97M-V/def2-TZVPD" e_homo_ha=-0.30676 multiplicity=1
C -0.171 1.003 0.400 -0.608
H -2.142 -1.254 -0.634 0.404
O 2.104 -0.126 0.024 -0.655
H -0.402 0.886 1.473 0.277
H 0.152 2.038 0.272 0.242
H 2.440 0.736 0.298 0.485
C -0.024 -1.097 -0.475 -0.175
C -1.574 0.621 -0.035 0.074
C 0.751 -0.101 -0.036 0.290
N -1.372 -0.633 -0.427 -0.554
H 0.238 -2.072 -0.860 0.220


Results for orbital gap: 10.34, 9.04 (in eV, following the order of the records).
Results for LUMO energy: 1.1, 0.7 (in eV, following the order of the records).
Results for energy above the lowest of the compared OMol25 structures with the same formula, charge and spin: 3.7257, 2.6108 (in eV, following the order of the records).